The following is a quantum chemistry calculation of C14H16Cl5OsS4 as an isolated structure, from OMol25.

Structure (XYZ):
```
40
Properties=species:S:1:pos:R:3:forces:R:3
Os 0.3108 0.0779 -0.0297 0.733 0.008 0.510
Cl 1.7396 1.5481 -1.6758 -0.324 -0.194 0.084
Cl 4.6736 2.7774 -1.3919 0.053 0.019 0.014
Cl 6.2065 2.1628 1.2517 0.054 0.023 -0.021
Cl 2.1774 -0.7429 3.1166 -0.012 0.006 -0.006
Cl 5.0194 0.4036 3.4810 0.043 0.025 -0.004
S -1.7133 0.0302 -1.4048 -0.495 -0.090 -0.213
S -0.9670 1.9754 0.9645 0.493 -0.947 -0.683
S -0.7493 -1.2821 1.6688 0.438 0.693 -0.864
S 0.6305 -2.0783 -1.2450 -0.348 1.166 0.391
C 2.1034 0.4774 0.6925 -1.152 -0.599 0.194
C -1.3767 -2.6373 0.6383 -0.177 -0.102 0.244
C -1.0085 -0.5703 -2.9553 0.000 0.167 0.062
C -0.2267 -3.2280 -0.1276 0.236 -0.391 -0.104
C -0.5194 -1.9743 -2.6859 0.191 -0.211 -0.177
C 2.7560 1.2910 -0.2887 0.035 -0.103 0.222
C 3.9869 1.8210 -0.1792 0.221 0.170 -0.127
C 4.1285 0.7180 2.0758 0.047 0.001 0.014
C -1.9691 1.8014 -1.6462 0.124 -0.114 -0.069
C -2.2670 -0.3190 1.9242 -0.107 -0.268 0.158
C 2.8604 0.2091 1.9041 0.035 0.078 -0.085
C -2.2685 2.3749 -0.2796 -0.029 0.316 0.056
C 4.6989 1.5296 1.0486 0.016 -0.011 0.032
C -1.8888 1.0956 2.2608 -0.082 0.362 0.272
H -0.1958 0.0896 -3.2566 -0.013 0.007 -0.066
H 0.5590 -3.5898 0.5382 -0.010 -0.043 0.012
H -1.2333 1.1434 3.1326 -0.041 0.010 0.043
H -1.7858 -3.3982 1.3062 -0.027 0.026 0.029
H -2.8055 1.9513 -2.3294 -0.035 0.056 0.049
H -1.0685 2.2374 -2.0776 -0.025 0.032 -0.048
H -2.1801 -2.2704 0.0014 0.022 -0.002 -0.041
H -1.3373 -2.6710 -2.5028 0.002 0.013 0.041
H -2.8970 -0.4000 1.0394 -0.011 0.045 -0.001
H 0.0457 -2.3323 -3.5466 0.002 -0.086 0.030
H -2.2947 3.4631 -0.3431 -0.041 0.001 0.087
H -2.7785 1.6858 2.4885 0.057 0.078 0.008
H -1.7795 -0.5680 -3.7262 0.009 -0.053 -0.019
H -0.5607 -4.0785 -0.7247 0.087 -0.004 -0.046
H -3.2266 2.0339 0.1126 0.033 -0.041 0.035
H -2.7989 -0.7577 2.7708 -0.005 -0.040 -0.012
```
Forces are in eV/Å.

## Properties
Energy above the lowest of the compared OMol25 structures with the same formula, charge and spin: 0.249 eV
E_tot: -123170.0375 eV
Multiplicity: 1
Total charge: +3